(1)
Molecular formula: C26H44BrN3P2SSn
Method: DFT, the ωB97M-V functional and the def2-TZVPD basis

Geometry (Å):
Sn (1.0287, -1.6922, 1.8527)
Br (-1.8055, 1.8458, -0.2581)
S (-0.7606, -0.7734, 3.5900)
P (2.2362, 0.9060, 0.9547)
P (-1.9587, 2.0432, -2.4210)
N (-2.4734, 1.1416, 2.8448)
N (2.1757, -7.1087, 3.2742)
N (-0.3670, 1.8525, 3.4266)
C (1.9520, -5.0901, 1.9751)
C (0.2990, -5.6681, 3.6303)
C (2.7286, -0.2424, -1.5795)
C (3.6043, 3.3950, 1.4322)
C (2.5532, 1.0860, -0.8543)
C (-1.2200, 0.8398, 3.2184)
C (-1.0845, -2.1898, -1.1972)
C (-0.1036, -3.6371, 2.2100)
C (-2.0384, 3.8395, -2.6811)
C (-1.2254, -2.4711, 0.1759)
C (-3.6039, 1.3326, -2.5334)
C (2.2552, 2.6776, 1.4622)
C (-0.7382, 1.2667, -3.4757)
C (-3.0802, -0.9028, 0.2531)
C (2.6261, -6.2756, 2.3375)
C (-4.0622, 1.0596, -3.9429)
C (-2.3038, -1.8925, 0.8670)
C (-2.8531, -0.5234, -1.0740)
C (1.0376, -6.8165, 3.9119)
C (4.2971, 0.4769, 2.9157)
C (0.7380, -4.7842, 2.6199)
C (-1.9637, -1.3025, -1.8143)
C (-0.1300, -3.2312, 0.8112)
C (-0.5022, 1.9980, -4.8116)
C (-3.4284, 4.4631, -2.8585)
C (3.8941, 0.2474, 1.4585)
H (3.5699, -0.8224, -1.1771)
H (2.9420, -0.0491, -2.6383)
H (-1.0680, 0.2368, -3.6806)
H (4.6372, 0.6709, 0.7637)
H (3.4546, 1.7089, -0.9562)
H (1.5435, 3.1813, 0.7885)
H (5.1279, 1.1926, 2.9854)
H (0.5171, 1.6626, 3.8778)
H (0.0801, 1.3496, -5.4785)
H (-0.6312, -5.4902, 4.1741)
H (-3.5421, 0.2859, -1.7413)
H (-1.0161, -3.5239, 2.8130)
H (-4.2649, 1.9968, -4.4870)
H (-3.8974, -0.4549, 0.8158)
H (4.2343, 3.1293, 2.2889)
H (-1.4109, 4.0658, -3.5560)
H (-3.1288, 0.4022, 2.6633)
H (0.4919, -3.8009, 0.1048)
H (-2.6829, 2.0524, 2.4379)
H (0.1955, 1.1853, -2.8949)
H (-3.3386, 5.5536, -2.7908)
H (3.5635, -6.5535, 1.8385)
H (-3.3462, 0.4710, -4.5345)
H (0.0655, 2.9267, -4.6765)
H (3.4778, 0.8416, 3.5494)
H (1.7039, 1.6576, -1.2592)
H (-5.0084, 0.5025, -3.9177)
H (-3.8507, 4.2350, -3.8472)
H (-4.3133, 1.9805, -2.0048)
H (3.4318, 4.4776, 1.4802)
H (-2.5353, -2.2292, 1.8813)
H (4.6524, -0.4657, 3.3490)
H (-4.1433, 4.1482, -2.0898)
H (1.8240, -0.8642, -1.5275)
H (2.3776, -4.4659, 1.1865)
H (-1.5384, 4.2870, -1.8081)
H (1.8103, 2.7237, 2.4661)
H (4.1687, 3.1984, 0.5126)
H (0.6968, -7.5245, 4.6748)
H (3.8476, -0.8366, 1.2579)
H (-0.2954, -2.6907, -1.7619)
H (-1.9750, -1.2720, -2.9046)
H (-0.7068, 2.8135, 3.4316)
H (-1.4433, 2.2366, -5.3285)

Computed properties:
Lowest unoccupied orbital energy (spin up / spin down) in eV: -14.847 / -14.813
Frontier orbital gap (spin up / spin down) in eV: 3.539 / 3.516
Net charge: +4
Max |F| in Eh/bohr: 0.1041

---

(2)
Molecular formula: C26H44Cl2O2P2Zr
Method: DFT, the ωB97M-V functional and the def2-TZVPD basis

Geometry (Å):
Zr (-0.4279, 1.8271, 1.0956)
Cl (-2.5475, 4.9486, -0.5311)
Cl (-0.3264, 6.6238, 0.5477)
P (0.9868, -2.4710, -3.1063)
P (3.2092, -3.6589, -1.5425)
O (0.7738, 4.2214, -1.8162)
O (-0.0482, 3.4853, 0.1723)
C (-1.9326, 1.3836, -1.0889)
C (-0.8753, 5.5508, -0.7707)
C (-3.0441, 0.6257, 3.3138)
C (-0.7186, -2.9102, -3.6402)
C (-1.0028, 0.5552, -1.9646)
C (-3.1323, -0.5543, 0.0466)
C (3.2002, -4.1394, -3.3727)
C (0.4514, 2.0401, 3.2963)
C (1.8080, -3.9329, -3.9643)
C (-1.7110, 2.8046, 2.8810)
C (0.3215, 0.2435, -1.2577)
C (-0.3344, 3.2169, 3.0644)
C (-0.1180, -0.4327, 3.9222)
C (1.5245, -1.2144, -4.3510)
C (-0.7408, -1.3555, 0.5479)
C (2.4494, -5.2386, -0.9302)
C (-1.7837, 1.3905, 3.1072)
C (-2.0445, -1.6627, -0.0926)
C (0.0477, 4.3440, -0.8511)
C (4.9747, -4.1428, -1.3620)
C (1.9026, 2.0186, 3.6370)
C (0.0992, 4.6126, 3.3088)
C (-0.4503, 0.9146, 3.3753)
C (-2.7278, 0.8863, -0.0895)
C (-2.8777, 3.7268, 2.8705)
C (0.2071, -0.4662, 0.1053)
H (-2.0696, 2.4357, -1.3968)
H (-3.6140, -0.6883, 1.0273)
H (-3.9425, -0.7672, -0.6754)
H (5.1630, -5.1376, -1.7845)
H (-2.7041, 4.5956, 2.2268)
H (1.1350, 4.7786, 2.9830)
H (0.8820, 1.2081, -1.1467)
H (1.1667, -4.8254, -3.8386)
H (2.4392, 2.7806, 3.0668)
H (-3.4106, 1.5896, 0.4043)
H (-0.0178, -0.3926, 5.0201)
H (-2.4423, -2.5494, 0.4272)
H (0.8249, -0.8144, 3.5109)
H (3.5175, -5.1864, -3.4680)
H (-3.3567, 0.6462, 4.3687)
H (-0.5354, 5.3230, 2.7646)
H (1.3528, -5.1778, -0.9770)
H (1.2919, -1.5679, -5.3639)
H (3.9598, -3.5176, -3.8761)
H (5.2289, -4.1413, -0.2976)
H (-3.7793, 3.2194, 2.5086)
H (1.0198, -0.2589, -4.1597)
H (-3.8574, 1.0590, 2.7253)
H (-3.0859, 4.0841, 3.8907)
H (5.5878, -3.4025, -1.8887)
H (-2.9245, -0.4236, 3.0253)
H (-0.4998, -1.9148, 1.4573)
H (1.8682, -3.7066, -5.0420)
H (1.1716, -0.5137, 0.6343)
H (2.7624, -5.3566, 0.1173)
H (2.0707, 2.2200, 4.7027)
H (-0.9099, -1.1550, 3.6865)
H (-0.7798, 1.1679, -2.8545)
H (0.9960, -0.3232, -1.9286)
H (2.3422, 1.0428, 3.4075)
H (-1.9280, -1.9755, -1.1376)
H (2.8027, -6.1020, -1.5153)
H (0.0457, 4.8683, 4.3825)
H (-0.8219, 6.0974, -1.7164)
H (2.6107, -1.0686, -4.2660)
H (-0.9431, -3.9257, -3.2792)
H (-0.8045, -2.8917, -4.7349)
H (-1.4742, -0.3528, -2.3476)
H (-1.4507, -2.2201, -3.2027)

Computed properties:
Lowest unoccupied orbital energy in eV: -7.858
Frontier orbital gap in eV: 4.202
Net charge: +2
Max |F| in Eh/bohr: 0.0431

---

(3)
Molecular formula: C26H44Cl42
Method: DFT, the ωB97M-V functional and the def2-TZVPD basis

Geometry (Å):
Cl (-2.0978, 2.4400, -7.6558)
Cl (4.5513, -5.0620, -1.2250)
Cl (-3.3059, -1.0665, -3.5141)
Cl (2.2435, -6.4663, 1.8009)
Cl (6.1222, 1.0243, 0.4705)
Cl (-5.0884, -3.9193, 0.6916)
Cl (-4.3633, 2.8943, -4.8957)
Cl (3.7181, -1.1970, 3.2836)
Cl (-5.2931, 2.3170, -0.8072)
Cl (5.0373, 2.1048, -5.8620)
Cl (-0.5436, -2.1540, -5.7763)
Cl (0.3788, -2.4133, 4.7169)
Cl (-3.1768, 6.1645, -4.6046)
Cl (-0.7226, 1.0304, -1.8010)
Cl (6.3099, -0.9857, 4.9259)
Cl (0.1187, -4.4461, 0.2171)
Cl (-2.5697, 4.5681, -2.2392)
Cl (-0.0802, 1.0179, -5.9534)
Cl (-3.2664, -0.6677, 1.4128)
Cl (7.2335, -1.5997, -1.1927)
Cl (-2.4940, 4.0580, 2.3741)
Cl (4.1346, 0.9736, 5.1135)
Cl (-0.8704, 6.2906, 1.3847)
Cl (4.9634, 3.5571, -3.2698)
Cl (2.6703, 3.6763, 0.0118)
Cl (2.5204, 3.4350, -4.9021)
Cl (-0.7392, -3.4739, -3.1539)
Cl (4.3476, -1.6136, -1.3053)
Cl (1.5235, -0.6617, 0.3778)
Cl (-0.5053, 5.0376, -4.2302)
Cl (1.0821, 0.9752, 7.3159)
Cl (3.2345, 4.2800, 3.9556)
Cl (-6.5913, 3.9799, 1.2030)
Cl (1.6841, -1.9722, -3.9306)
Cl (2.9314, -7.4806, -2.7960)
Cl (5.8505, 0.0478, -3.2751)
Cl (0.9342, 2.1296, 3.0722)
Cl (-1.0861, -0.1247, -8.4055)
Cl (-5.8750, -5.3830, -2.2394)
Cl (-7.2622, 1.1827, 1.0044)
Cl (-3.7846, 6.4960, 1.3268)
Cl (-2.8186, 0.7658, 4.1597)
C (-0.4944, 1.1896, -0.0347)
C (2.1285, -6.1282, -1.8732)
C (-0.0627, -2.0636, -4.0627)
C (-1.9153, 5.7053, -3.4078)
C (-4.3387, -4.6000, -1.9013)
C (1.5178, 4.5236, 4.0802)
C (2.9492, -4.7636, -1.8997)
C (-4.2287, -0.2573, 3.9308)
C (-3.9527, -4.7184, -0.3966)
C (3.6363, 2.2142, 0.2244)
C (0.7971, -4.1126, 1.8493)
C (-0.6023, 1.3941, -7.6316)
C (-6.0325, 2.3163, 0.8652)
C (4.9702, -0.1503, 4.0232)
C (5.1242, 2.5295, 0.4854)
C (-3.3840, 1.6072, -4.3047)
C (4.0022, 2.6298, -4.3977)
C (0.4903, -0.7629, 5.3380)
C (-2.4068, 5.8512, 2.2413)
C (-4.2261, 0.4057, -3.8071)
C (1.1098, -0.7195, 6.7452)
C (5.8622, -1.4869, -2.2813)
C (-0.1749, -0.1528, 0.6589)
C (0.7290, 3.2150, 4.4458)
C (1.0462, -5.4271, 2.5728)
C (-3.9317, -1.3673, 2.9266)
H (-0.3387, 3.3670, 4.6037)
H (0.1447, -3.4568, 2.4257)
H (5.2450, 3.0918, 1.4114)
H (-3.2522, -2.0789, 3.3955)
H (2.4940, -4.0123, -1.2544)
H (1.1510, 4.9270, 3.1364)
H (-2.9851, -4.2496, -0.2181)
H (3.1903, 1.7998, 1.1286)
H (-3.5635, -4.9649, -2.5750)
H (-0.7896, -1.0043, 0.3671)
H (-0.5031, -1.1320, -3.7075)
H (-4.4528, -0.7131, 4.8952)
H (-0.5398, -0.4154, 5.4183)
H (1.1024, -6.0697, -2.2362)
H (-4.9801, 0.2783, -4.5839)
H (0.3060, 1.8926, 0.1960)
H (-2.7050, 1.3332, -5.1122)
H (0.1895, 1.8387, -8.2345)
H (-4.4952, -3.5658, -2.2083)
H (3.4899, 1.5031, -0.5886)
H (1.3446, -5.2275, 3.6020)
H (0.6681, -1.3969, 7.4760)
H (-4.6319, 0.6359, -2.8221)
H (3.6495, 1.7458, -3.8666)
H (0.1212, -5.9900, 2.6978)
H (-4.9784, 0.4577, 3.5920)
H (5.9634, -2.3844, -2.8915)
H (-2.3623, 6.3508, 3.2090)
H (-2.6958, 1.9575, -3.5354)
H (1.1743, 2.8161, 5.3572)
H (5.3414, 0.4863, 3.2201)
H (-1.3019, 1.7524, 0.4336)
H (-4.8514, -1.9055, 2.6973)
H (1.7046, -3.5404, 1.6564)
H (3.1181, -4.3109, -2.8768)
H (1.9865, -6.3879, -0.8241)
H (2.1439, -1.0638, 6.7528)
H (5.6879, 3.1789, -0.1844)
H (-3.8471, -5.7714, -0.1355)
H (-1.5959, 6.5746, -2.8330)
H (-0.2829, -0.1181, 1.7430)
H (1.4163, 5.2976, 4.8409)
H (1.1160, -0.1415, 4.6973)
H (-5.2627, 1.9858, 1.5625)

Computed properties:
Lowest unoccupied orbital energy in eV: -0.015
Frontier orbital gap in eV: 10.258
Net charge: 0
Max |F| in Eh/bohr: 0.0455

---

(4)
Molecular formula: C26H44ClN3O16P
Method: DFT, the ωB97M-V functional and the def2-TZVPD basis

Geometry (Å):
Cl (8.2358, -4.0294, 2.4233)
P (6.4556, -3.0192, 3.0948)
O (-14.8834, 4.0112, -0.3088)
O (5.6069, 1.3185, -2.9838)
O (-7.8930, 5.5151, -0.1988)
O (-6.3745, 7.0661, 0.5540)
O (-3.8534, 0.4447, -0.7600)
O (-12.8590, 5.0561, -0.6073)
O (3.3705, 0.8751, -3.2673)
O (10.0166, -6.4281, -2.0404)
O (-2.3348, 1.9958, -0.0072)
O (5.5516, -4.2621, 3.9767)
O (-1.7189, 0.0970, -1.1447)
O (-5.7585, 5.1673, -0.5835)
O (4.0473, 2.9627, -3.3622)
O (10.9282, -5.0062, -0.4830)
O (12.0410, -5.3832, -2.3390)
O (-13.9718, 5.4331, 1.2487)
N (5.4194, -2.9824, 0.1376)
N (4.1146, -1.6761, 1.6832)
N (4.3684, -2.3694, -0.5808)
C (10.9049, -5.6818, -1.6596)
C (-4.3970, 5.5760, -0.4690)
C (12.1536, -6.0281, -3.6060)
C (0.1197, -3.2579, 0.3152)
C (-6.6475, 6.0224, -0.0179)
C (1.5804, -5.5980, 0.9117)
C (-8.9382, 6.3157, 0.3494)
C (5.3231, -2.5768, 1.6236)
C (3.2335, -1.6637, 4.2001)
C (-0.3573, 0.5057, -1.0302)
C (-2.6079, 0.9520, -0.5792)
C (0.5832, -4.7863, -0.1064)
C (-12.7464, 4.4111, -1.8744)
C (3.4794, -1.5113, 0.2909)
C (2.0221, -4.8620, 2.3076)
C (3.4463, -0.8899, 2.7785)
C (5.0943, 3.9291, -3.2998)
C (-13.9951, 4.7575, 0.0721)
C (-4.8986, 1.2454, -0.2119)
C (3.6542, -0.5122, -3.0977)
C (0.5670, -2.5114, 1.7280)
C (9.7864, -5.2259, 0.3428)
C (1.5437, -3.3255, 2.7630)
C (-15.1136, 5.2133, 2.0744)
C (2.0728, -2.8149, 4.2235)
C (4.4584, 1.6819, -3.1840)
H (-0.6098, -2.7158, -0.4512)
H (-13.5633, 4.7155, -2.5366)
H (-4.1005, 5.6413, 0.5829)
H (-11.8015, 4.7216, -2.3289)
H (12.1708, -7.1161, -3.4852)
H (0.2273, -1.4339, 2.0401)
H (2.5458, -0.8395, 0.0423)
H (0.2647, -0.2510, -1.5163)
H (1.9063, -6.6982, 0.6075)
H (-0.1971, 1.4617, -1.5390)
H (6.1658, -3.5963, -0.3051)
H (5.5725, 3.9172, -2.3150)
H (2.4644, -3.7356, 4.8569)
H (5.8302, 3.7529, -4.0910)
H (9.9113, -4.6376, 1.2559)
H (1.1394, -2.3923, 4.8215)
H (4.3325, -0.8660, -3.8808)
H (-8.9596, 7.3014, -0.1266)
H (2.7180, -5.4856, 3.0485)
H (-4.2368, 6.5321, -0.9777)
H (6.1404, -5.0465, 4.1797)
H (4.0972, 0.0872, 2.9701)
H (13.0985, -5.7176, -4.0605)
H (2.4112, -0.4932, 2.3467)
H (-0.0609, 0.5710, 0.0217)
H (9.7089, -6.2818, 0.6214)
H (-15.1911, 4.1574, 2.3531)
H (0.2266, -5.3096, -1.1087)
H (-14.9887, 5.8017, 2.9875)
H (2.8873, -0.8311, 4.9837)
H (-3.7749, 4.8194, -0.9551)
H (4.0748, -0.7018, -2.1048)
H (-5.8494, 0.7450, -0.4144)
H (2.7133, -1.0625, -3.1833)
H (4.6521, 4.9171, -3.4554)
H (8.8748, -4.8895, -0.1615)
H (-9.8890, 5.8153, 0.1468)
H (-16.0252, 5.5498, 1.5701)
H (-12.7292, 3.3232, -1.7536)
H (11.3367, -5.7237, -4.2682)
H (-4.7838, 1.3403, 0.8728)
H (4.2035, -2.1382, 4.6676)
H (-8.8234, 6.4107, 1.4340)
H (-4.9200, 2.2310, -0.6878)

Computed properties:
Lowest unoccupied orbital energy in eV: -4.832
Frontier orbital gap in eV: 6.402
Net charge: +1
Max |F| in Eh/bohr: 0.1582